[1]
Computed, not measured: a cluster of 13 separate species, C34H48BN13O7S in total at a distorted geometry, with the ωB97M-V functional and the def2-TZVPD basis.

Calculated values
E   -2985.6449 Eh

The geometry in XYZ format:
```
104
C34H48BN13O7S (the ωB97M-V functional and the def2-TZVPD basis)
O 1.17617 -2.44818 0.29735
C 0.82190 -1.66956 -0.64416
C -0.47066 -1.97033 -1.52966
C -1.52662 -0.77423 -1.61456
O -1.03392 0.51510 -2.14689
S -0.78252 1.58692 -0.88397
O 0.68683 1.90598 -0.64182
O -1.40902 2.96750 -0.98532
O -1.39805 0.59077 0.35128
C -2.35516 -0.33576 -0.31693
C -2.58466 -1.41584 0.86972
B -3.94917 -2.27199 0.65001
O -4.56962 -2.84673 1.82398
O -4.52564 -2.40248 -0.67471
C -3.54890 0.66003 -0.68486
C -4.25698 0.71899 -2.09545
C -5.35202 1.78656 -2.24546
N -5.84450 2.75034 -1.33183
C -5.26772 2.71967 -0.03542
C -4.14791 1.72044 0.29341
H 1.53712 -0.77592 -0.82152
H -0.93186 -2.96139 -1.20165
H -0.08866 -2.14734 -2.60859
H -2.23729 -1.10581 -2.44500
H -2.74489 -0.79042 1.83080
H -1.64033 -2.03818 1.02623
H -4.19070 -2.38244 2.60392
H -5.49128 -2.56919 -0.53815
H -3.95758 0.00108 -2.94002
H -5.83463 1.82595 -3.29379
H -5.62278 3.48583 0.74627
H -3.71137 1.75284 1.35671
C 0.74968 -5.62913 -3.19286
C -0.60222 -5.02928 -2.94754
N -1.66795 -4.55676 -2.75422
H 0.93363 -5.70230 -4.26596
H 1.52082 -5.00329 -2.74026
H 0.79772 -6.62687 -2.75365
C 2.65760 -4.79087 2.19821
C 2.72616 -5.97225 1.27756
N 2.78015 -6.90283 0.55033
H 1.77607 -4.19057 1.96626
H 2.59644 -5.12902 3.23333
H 3.54712 -4.17597 2.07797
C 7.23678 -4.80226 2.27937
C 6.02132 -4.37170 3.04496
N 5.06259 -4.03238 3.64635
H 7.18223 -4.42824 1.25577
H 8.13494 -4.40714 2.75561
H 7.29533 -5.88988 2.25778
C 2.89121 2.83947 -2.41629
C 4.20682 2.44708 -3.02031
N 5.24294 2.13814 -3.49602
H 2.99250 3.79063 -1.89155
H 2.13918 2.94336 -3.19994
H 2.56510 2.07678 -1.70968
C 8.81757 -9.05246 0.47324
C 9.14237 -7.68072 0.98350
N 9.39851 -6.59879 1.38436
H 8.77642 -9.04217 -0.61740
H 9.58411 -9.75947 0.79418
H 7.85042 -9.37440 0.86278
C -7.65106 3.59349 3.35239
C -7.28298 2.34424 2.61039
N -6.99291 1.35914 2.02623
H -7.60218 4.45106 2.68229
H -8.66532 3.50596 3.74645
H -6.95926 3.74962 4.18110
C 6.50798 -8.37698 -3.53654
C 7.13148 -9.66149 -3.08133
N 7.62547 -10.67280 -2.72241
H 5.50655 -8.56754 -3.92669
H 6.43792 -7.68208 -2.69912
H 7.11636 -7.92736 -4.32108
C 9.99720 -4.69405 -1.76021
C 9.08872 -5.43051 -2.69817
N 8.37233 -6.01073 -3.43664
H 11.03707 -4.85449 -2.04898
H 9.77821 -3.62558 -1.79461
H 9.85009 -5.05621 -0.74068
C -5.22555 7.32346 4.13400
C -5.39309 6.24157 3.10997
N -5.52515 5.38831 2.30353
H -4.49518 8.05527 3.78417
H -6.17995 7.82489 4.30308
H -4.87730 6.89282 5.07442
C -5.30887 9.61390 0.38778
C -4.34802 9.75939 1.53028
N -3.59201 9.87404 2.43142
H -6.10453 8.92032 0.65855
H -5.74810 10.58280 0.14621
H -4.78679 9.23125 -0.48944
C -0.25664 9.56853 3.13496
C 0.70231 9.71400 4.27855
N 1.45721 9.82858 5.17934
H -1.05348 8.87427 3.40441
H -0.69594 10.53724 2.89308
H 0.26746 9.18597 2.25757
C -6.36329 6.02297 -2.22666
C -6.77968 7.39863 -1.80079
N -7.10793 8.48241 -1.46394
H -6.75523 5.28270 -1.52744
H -6.75029 5.81024 -3.22438
H -5.27443 5.95342 -2.24475
```

[2]
Computed, not measured: a cluster of 13 separate species, C30H79IN25O16P2 in total at a distorted geometry, with the ωB97M-V functional and the def2-TZVPD basis.

Calculated values
Net charge   +1
E   -4743.7906 Eh

The geometry in XYZ format:
```
153
C30H79IN25O16P2 (the ωB97M-V functional and the def2-TZVPD basis)
C 5.23344 -1.20412 2.04755
C 4.75935 -1.43770 0.51803
O 5.50974 -0.66118 -0.46362
P 4.71198 0.83635 -0.78517
O 4.04903 1.27661 0.51793
C 3.70708 0.77169 -2.33240
C 2.13085 0.84415 -2.26357
C 1.43967 1.58597 -1.05568
C 0.33345 0.76104 -0.29965
C -0.40180 1.38638 0.90251
C -1.57839 0.64259 1.71757
C -1.46523 -0.95760 1.69840
N -0.03192 2.70109 1.33597
C 0.98797 3.52877 0.68233
C 1.25174 4.95158 1.33585
C 0.21976 6.09387 0.83807
O 0.52108 7.19301 0.35190
I -1.93664 5.69665 1.10546
C 1.76569 3.05973 -0.55064
P 3.06351 3.97390 -1.54841
C 3.51183 5.68877 -0.93949
C 2.16963 4.33358 -3.22503
C 2.99370 3.69804 -4.48763
O 6.00489 1.94455 -1.07908
C 6.78519 2.14848 0.12960
C 6.63495 3.66341 0.70978
H 5.09745 -2.13925 2.68410
H 4.49412 -0.42168 2.47666
H 6.26581 -0.71962 2.12346
H 4.99224 -2.54894 0.29239
H 3.64274 -1.28999 0.35290
H 4.07894 1.60822 -3.04229
H 3.98580 -0.20357 -2.89526
H 1.75359 1.35375 -3.23419
H 1.71818 -0.23489 -2.33513
H 0.08106 -0.30123 -0.65761
H -1.61110 1.03053 2.80623
H -2.58193 0.95891 1.21572
H -0.73983 -1.24877 2.54696
H -2.51299 -1.36887 1.95704
H -1.13738 -1.35887 0.67890
H -0.52899 3.09241 2.15236
H 2.33501 5.29006 1.38323
H 0.95922 4.81994 2.45523
H 4.34410 5.61461 -0.14289
H 2.66884 6.33117 -0.52305
H 3.97279 6.29503 -1.81243
H 1.07166 4.02686 -3.20991
H 2.18560 5.47486 -3.42416
H 4.10347 3.52304 -4.21128
H 2.46352 2.72321 -4.76490
H 2.93329 4.40669 -5.39117
H 7.89949 2.05404 -0.16895
H 6.60688 1.35109 0.93377
H 7.66750 4.12031 0.91727
H 6.15921 4.32301 -0.11166
H 6.04008 3.69861 1.68960
C -6.68186 5.97346 -0.16503
O -7.89894 5.87727 -0.15275
N -5.96100 6.27913 0.94178
N -5.94486 5.78314 -1.28755
H -4.96113 6.36204 0.95140
H -6.47248 6.42877 1.79667
H -6.44486 5.55481 -2.13152
H -4.94429 5.85817 -1.31919
C 2.36702 -3.99603 2.17906
O 2.45214 -3.22796 1.23144
N 3.44789 -4.59662 2.73253
N 1.18157 -4.31381 2.75879
H 3.39913 -5.22965 3.51020
H 4.34673 -4.38601 2.32964
H 0.35341 -3.88646 2.37550
H 1.08993 -4.94159 3.53701
C -3.99267 -3.69541 0.61142
O -2.88554 -3.66406 1.13687
N -4.17554 -4.04487 -0.67868
N -5.12963 -3.38151 1.28210
H -5.07250 -4.07775 -1.12848
H -3.35478 -4.28554 -1.20965
H -5.03426 -3.11565 2.24868
H -6.04504 -3.40189 0.87063
C -12.11611 6.42365 1.11840
O -13.12696 6.58356 1.78499
N -10.87017 6.51770 1.64372
N -12.15094 6.13778 -0.20714
H -10.02599 6.38930 1.11129
H -10.80129 6.72880 2.62560
H -13.05861 6.05946 -0.63581
H -11.33161 6.00312 -0.77177
C 2.54076 11.09350 0.33477
O 3.19310 12.07600 0.64626
N 1.70584 11.07783 -0.73425
N 2.59281 9.92953 1.03054
H 1.16082 10.28001 -1.00665
H 1.63932 11.92369 -1.27683
H 3.20176 9.90135 1.83195
H 2.06386 9.10990 0.79067
C -5.00148 -7.71488 -1.66230
O -5.18169 -6.50003 -1.64671
N -3.81603 -8.27126 -2.00303
N -5.97196 -8.60215 -1.34046
H -3.64781 -9.26225 -2.02355
H -3.06645 -7.64276 -2.25028
H -6.86925 -8.22642 -1.08135
H -5.84480 -9.60076 -1.34685
C 6.02390 2.41697 5.17293
O 5.69848 1.24039 5.18797
N 5.63874 3.26970 4.18969
N 6.79808 2.97446 6.13626
H 5.89484 4.23986 4.15822
H 5.06171 2.89222 3.45481
H 7.10443 2.37307 6.88367
H 7.07660 3.93877 6.14178
C -0.50058 -6.33697 -1.41385
O -0.67341 -7.05697 -2.38783
N 0.26748 -6.70456 -0.35983
N -1.06273 -5.10868 -1.30376
H 0.42161 -6.12833 0.44818
H 0.70309 -7.61131 -0.40372
H -1.64089 -4.79949 -2.06771
H -0.93457 -4.50261 -0.51197
C -2.67914 -10.93651 -4.62928
O -3.69035 -10.78745 -3.95908
N -1.43235 -10.82697 -4.10795
N -2.71672 -11.22417 -5.95336
H -0.59072 -10.94546 -4.64170
H -1.36206 -10.61339 -3.12657
H -3.62556 -11.31351 -6.37782
H -1.89921 -11.35016 -6.52167
C -4.80017 0.54292 -1.16373
O -3.76632 0.25914 -0.57282
N -5.00004 1.74773 -1.75146
N -5.83321 -0.32336 -1.28056
H -5.84029 1.99917 -2.24014
H -4.25336 2.41976 -1.68603
H -5.72141 -1.23027 -0.85594
H -6.68951 -0.11182 -1.76013
C 11.16333 2.65817 0.30424
O 10.13400 2.82883 0.94182
N 12.39351 2.75107 0.86476
N 11.16376 2.36126 -1.01884
H 13.25012 2.61472 0.35959
H 12.43499 2.97024 1.84682
H 10.26798 2.28352 -1.47213
H 11.99719 2.21771 -1.55953
C -6.17463 -11.25117 1.25662
O -6.46291 -11.20705 0.07000
N -5.53866 -10.23598 1.89153
N -6.46544 -12.31796 2.04014
H -5.29282 -10.25165 2.86448
H -5.30573 -9.42414 1.34085
H -6.93825 -13.09271 1.60350
H -6.23737 -12.37390 3.01591
```

[3]
Computed, not measured: a structure of composition C3H12N4O at a distorted geometry, with the ωB97M-V functional and the def2-TZVPD basis.

Calculated values
E   -415.6125 Eh
Energy above the lowest of the compared OMol25 structures with the same formula, charge and spin   115.7 kcal per mole

The geometry in XYZ format:
```
20
C3H12N4O (the ωB97M-V functional and the def2-TZVPD basis)
C -1.77638 0.00866 0.59482
C 0.32394 -0.51146 -0.15460
C 2.91426 -0.02673 0.39408
N -0.10622 0.76746 0.17637
N 1.95166 -0.22565 -0.67191
N -0.23743 1.64639 -0.87722
N -1.98180 -1.31532 1.05748
O -2.63168 0.31306 -0.49081
H -2.31394 -0.21990 -1.22981
H 1.96326 0.58816 -1.28447
H -2.02351 0.71639 1.38540
H -0.64648 1.27803 -1.73380
H -0.66346 2.52577 -0.60212
H -2.92588 -1.44149 1.41408
H -1.85282 -1.99581 0.31675
H -0.08620 -0.97107 -1.05595
H 0.52200 -1.16972 0.68664
H 2.69348 -0.68177 1.24593
H 3.92879 -0.29179 0.06308
H 2.94839 1.00677 0.76606
```

Number 1: HOMO level -9.2 eV. Number 2: HOMO level -10.4 eV. Number 3: HOMO level -7.9 eV.